Arrangement w

Computed, not measured: a 2-piece molecular cluster, C16H17N overall, with the ωB97M-V functional and the def2-TZVPD basis.

Highest occupied orbital energy in eV: -7.9155
Kohn-Sham gap in Eh: 0.3224
SMILES: Cc1c[nH]c2ccccc12.Cc1ccccc1
LUMO in eV: 0.86
Total charge: 0

Last column: Mulliken charge in e.
Atoms and positions in Å:
C: -3.302 -1.325 1.043  -1.71
C: -1.137 -2.150 0.010  0.31
C: -2.339 -2.376 0.698  0.67
C: -0.147 -3.124 -0.239  -0.71
C: -0.358 -4.391 0.209  -0.20
C: -2.456 -3.758 1.076  -0.36
C: -1.506 -4.680 1.003  -0.41
H: -0.901 -0.992 -0.392  0.08
H: 0.878 -2.886 -0.623  0.33
H: -3.393 -1.162 2.137  0.30
H: -4.260 -1.503 0.777  0.55
H: 0.272 -5.325 0.057  0.27
H: -3.390 -3.997 1.732  0.21
H: -1.509 -5.746 1.461  0.25
H: -3.108 -0.457 0.528  0.40
C: 3.493 3.318 -1.946  -1.39
C: 1.114 1.410 0.301  -0.32
C: 1.435 2.404 -0.698  1.36
C: 2.791 2.351 -0.943  0.67
C: 3.330 1.309 -0.158  -0.87
C: -0.252 1.225 0.692  -0.62
C: -1.195 2.122 0.244  -0.50
C: -0.740 3.192 -0.600  -0.32
C: 0.485 3.354 -1.116  -0.84
N: 2.265 0.784 0.621  0.04
H: -0.655 0.576 1.510  0.41
H: -2.302 2.054 0.458  0.30
H: 2.293 0.093 1.276  0.10
H: -1.649 3.841 -0.580  0.23
H: 4.335 0.944 -0.100  0.42
H: 0.735 4.233 -1.745  0.28
H: 3.332 4.331 -1.847  0.40
H: 3.279 3.088 -2.995  0.31
H: 4.565 3.243 -1.853  0.37

=====

Arrangement x

Computed, not measured: a 2-piece molecular cluster, C16H17N overall, with the ωB97M-V functional and the def2-TZVPD basis.

Highest occupied orbital energy in eV: -7.8359
Kohn-Sham gap in Eh: 0.3191
SMILES: Cc1c[nH]c2ccccc12.Cc1ccccc1
LUMO in eV: 0.85
Total charge: 0

Last column: Mulliken charge in e.
Atoms and positions in Å:
C: -3.544 3.845 -1.196  -1.42
C: -0.563 1.635 -0.635  0.01
C: 0.464 2.444 -1.122  -0.43
C: -1.865 2.056 -0.833  -0.66
C: -2.120 3.352 -1.290  0.83
C: 0.204 3.717 -1.581  -0.52
C: -1.096 4.199 -1.694  -0.55
H: -0.309 0.698 -0.151  0.26
H: 1.450 2.014 -1.211  0.43
H: -2.741 1.449 -0.627  0.36
H: 1.069 4.314 -1.858  0.33
H: -3.965 3.562 -0.225  0.33
H: -4.218 3.283 -1.855  0.32
H: -1.395 5.092 -2.224  0.34
H: -3.664 4.915 -1.310  0.37
C: -1.185 -2.910 2.760  -1.34
C: 1.331 -2.485 0.006  -0.26
C: 0.657 -1.982 1.142  1.30
C: -0.235 -3.017 1.600  0.35
C: -0.167 -4.005 0.673  -0.64
C: 2.873 -0.697 0.025  -0.48
C: 2.455 -1.891 -0.540  -0.77
C: 2.168 -0.135 1.094  -0.55
C: 1.062 -0.740 1.653  -0.57
N: 0.817 -3.741 -0.247  -0.05
H: 3.776 -0.219 -0.328  0.43
H: 2.916 -2.218 -1.465  0.32
H: 2.550 0.809 1.468  0.36
H: 0.532 -0.385 2.527  0.28
H: 0.943 -4.276 -1.087  0.23
H: -0.761 -4.906 0.638  0.41
H: -0.969 -2.116 3.470  0.34
H: -1.153 -3.900 3.208  0.34
H: -2.230 -2.759 2.471  0.28

=====

Of them, the most stable is arrangement x and the least stable is arrangement w.

=====

Arrangement w

Computed, not measured: a 2-piece molecular cluster, C9H13NO2 overall, with the ωB97M-V functional and the def2-TZVPD basis.

Highest occupied orbital energy in eV: -8.4123
Kohn-Sham gap in Eh: 0.3351
SMILES: CC(C)(C)n1cccc1.O=C=O
LUMO in eV: 0.71
Total charge: 0

Last column: Mulliken charge in e.
Atoms and positions in Å:
C: -0.814 -2.543 -0.554  -0.73
C: -0.308 -2.610 0.817  -0.70
C: -0.821 -1.218 -0.932  -0.38
C: -0.135 -1.371 1.259  -0.40
C: 2.384 -1.464 -1.470  0.78
C: -0.216 1.535 1.682  -2.03
C: 1.074 1.626 -0.398  -1.91
C: -1.459 1.593 -0.556  -1.89
C: -0.280 1.063 0.221  1.91
N: -0.356 -0.464 0.159  0.40
O: 2.146 -0.728 -2.329  -0.41
O: 2.628 -2.278 -0.703  -0.36
H: -0.930 -3.266 -1.312  0.44
H: -0.242 -3.397 1.460  0.58
H: -1.266 -0.843 -1.814  0.40
H: 0.366 -1.022 2.121  0.24
H: 0.268 2.452 1.732  0.47
H: -1.077 1.506 2.300  0.42
H: 0.430 0.919 2.271  0.53
H: 1.118 1.140 -1.341  0.50
H: 1.963 1.458 0.145  0.35
H: 0.928 2.668 -0.490  0.50
H: -1.339 1.685 -1.634  0.38
H: -2.323 0.961 -0.367  0.49
H: -1.738 2.597 -0.267  0.42

=====

Arrangement x

Computed, not measured: a 2-piece molecular cluster, C9H13NO2 overall, with the ωB97M-V functional and the def2-TZVPD basis.

Highest occupied orbital energy in eV: -8.5369
Kohn-Sham gap in Eh: 0.3387
SMILES: Cc1ccc(O)cc1.CC(N)=O
LUMO in eV: 0.68
Total charge: 0

Last column: Mulliken charge in e.
Atoms and positions in Å:
C: -0.957 -1.487 -1.674  -0.72
C: -2.298 -1.435 -1.049  0.73
O: -2.674 -2.197 -0.179  -0.63
N: -3.123 -0.462 -1.515  -0.36
H: -0.831 -1.055 -2.617  0.35
H: -0.456 -2.461 -1.652  0.33
H: -4.009 -0.323 -1.063  0.22
H: -2.962 0.150 -2.291  0.19
H: -0.247 -1.062 -0.957  -0.07
C: 2.883 -0.402 2.170  -1.35
C: 0.493 0.194 1.688  -0.66
C: 1.814 0.193 1.242  0.66
C: -0.555 0.585 0.852  -0.58
C: -0.150 1.364 -0.232  0.73
C: 2.167 0.957 0.141  -0.54
C: 1.168 1.651 -0.531  -0.58
O: -1.084 1.820 -1.151  -0.58
H: 0.299 -0.232 2.665  0.30
H: -1.587 0.317 1.026  0.36
H: 3.391 -1.150 1.564  0.34
H: 2.442 -0.887 3.033  0.34
H: 3.214 1.091 -0.049  0.43
H: -1.912 1.935 -0.677  0.37
H: 1.422 2.480 -1.177  0.40
H: 3.553 0.414 2.433  0.33

=====

Arrangement y

Computed, not measured: a 2-piece molecular cluster, C9H13NO2 overall, with the ωB97M-V functional and the def2-TZVPD basis.

Highest occupied orbital energy in eV: -8.4083
Kohn-Sham gap in Eh: 0.3329
SMILES: Cc1ccc(O)cc1.CC(N)=O
LUMO in eV: 0.65
Total charge: 0

Last column: Mulliken charge in e.
Atoms and positions in Å:
C: 2.971 -1.614 -1.958  -1.38
C: 0.419 -0.466 0.529  -0.15
C: 1.529 -0.466 -0.292  -0.71
C: -0.385 -1.599 0.698  0.51
C: 1.785 -1.649 -0.992  0.63
C: -0.160 -2.767 -0.004  -0.54
C: 0.987 -2.756 -0.833  -0.41
O: -1.470 -1.546 1.511  -0.56
H: 0.100 0.396 1.145  0.20
H: 2.140 0.426 -0.379  0.32
H: -1.420 -1.050 2.321  0.32
H: -0.795 -3.634 0.049  0.44
H: 3.677 -0.794 -1.937  0.34
H: 2.583 -1.693 -2.976  0.29
H: 1.265 -3.684 -1.306  0.36
H: 3.611 -2.450 -1.629  0.33
C: -2.042 2.621 -0.361  -0.92
C: -2.335 2.777 1.100  0.60
O: -3.402 2.483 1.595  -0.60
N: -1.229 2.988 1.890  -0.40
H: -1.225 3.136 2.886  0.22
H: -0.478 3.544 1.501  0.21
H: -2.678 1.843 -0.814  0.28
H: -1.012 2.522 -0.742  0.27
H: -2.435 3.433 -1.002  0.34

=====

Of them, the most stable is arrangement x and the least stable is arrangement w.

=====

Arrangement w

Computed, not measured: a 2-piece molecular cluster, C9H13NO2 overall, with the ωB97M-V functional and the def2-TZVPD basis.

Highest occupied orbital energy in eV: -8.3191
Kohn-Sham gap in Eh: 0.3215
SMILES: Cc1ccc(O)cc1.CC(N)=O
LUMO in eV: 0.43
Total charge: 0

Last column: Mulliken charge in e.
Atoms and positions in Å:
C: 2.454 3.072 -0.715  -1.12
C: 2.725 2.187 0.460  0.75
O: 2.345 2.367 1.596  -0.62
N: 3.521 1.102 0.182  -0.39
H: 3.927 0.606 0.953  0.22
H: 3.785 0.850 -0.750  0.18
H: 2.243 4.091 -0.386  0.31
H: 1.644 2.802 -1.348  0.30
H: 3.339 3.173 -1.348  0.37
C: -3.672 -0.975 1.757  -1.37
C: -0.515 -1.234 -1.156  0.60
C: -1.474 -2.244 -1.162  -0.64
C: -0.427 -0.374 -0.071  -0.03
C: -2.493 -2.149 -0.221  -0.34
C: -1.447 -0.302 0.868  -0.66
C: -2.561 -1.148 0.724  0.59
O: 0.372 -1.183 -2.193  -0.55
H: 1.108 -0.610 -1.956  0.28
H: -1.459 -2.920 -2.004  0.39
H: 0.440 0.281 -0.023  0.03
H: -3.245 -2.935 -0.208  0.29
H: -1.408 0.490 1.602  0.40
H: -3.289 -0.911 2.762  0.35
H: -4.357 -1.808 1.658  0.36
H: -4.229 -0.094 1.448  0.31

=====

Arrangement x

Computed, not measured: a 2-piece molecular cluster, C9H13NO2 overall, with the ωB97M-V functional and the def2-TZVPD basis.

Highest occupied orbital energy in eV: -9.5748
Kohn-Sham gap in Eh: 0.3094
SMILES: C=CC(=O)C#N.C=CCOCC
LUMO in eV: -1.16
Total charge: 0

Last column: Mulliken charge in e.
Atoms and positions in Å:
C: 3.675 1.632 0.447  -0.71
C: 2.754 0.756 0.033  0.20
C: 3.073 -0.648 -0.210  0.54
C: 1.898 -1.573 -0.069  0.20
C: -0.857 2.149 -0.163  -1.12
C: -1.933 1.340 -0.838  -0.27
C: -2.770 0.036 1.027  -0.19
C: -2.952 -1.345 0.462  -0.20
C: -3.621 -1.546 -0.659  -0.73
H: 3.418 2.680 0.653  0.29
H: 4.707 1.286 0.567  0.29
H: 1.729 1.071 -0.113  0.00
H: -0.454 1.659 0.714  0.31
H: 0.011 2.320 -0.825  0.37
H: -1.246 3.121 0.161  0.31
H: -1.562 0.405 -1.268  0.34
H: -2.386 1.933 -1.645  0.25
H: -1.785 0.142 1.493  0.23
H: -3.484 0.210 1.854  0.27
H: -2.508 -2.158 1.009  0.31
H: -4.115 -0.716 -1.155  0.25
H: -3.725 -2.547 -1.073  0.28
N: 0.875 -2.077 0.262  -0.36
O: 4.213 -1.025 -0.369  -0.48
O: -3.004 1.066 0.070  -0.38

=====

Of them, the most stable is arrangement w and the least stable is arrangement x.

=====

Arrangement w

Computed, not measured: a 2-piece molecular cluster, C9H13NO2 overall, with the ωB97M-V functional and the def2-TZVPD basis.

Highest occupied orbital energy in eV: -9.0357
Kohn-Sham gap in Eh: 0.3568
SMILES: Cc1ccc(O)cc1.CC(N)=O
LUMO in eV: 0.67
Total charge: 0

Last column: Mulliken charge in e.
Atoms and positions in Å:
C: -0.490 -2.383 2.690  -0.67
C: 0.781 -2.797 1.993  0.62
O: 1.703 -3.364 2.553  -0.62
N: 0.971 -2.346 0.709  -0.40
H: 1.868 -2.546 0.315  0.22
H: 0.401 -1.567 0.407  0.21
H: -0.725 -1.378 2.356  0.03
H: -0.366 -2.414 3.770  0.30
H: -1.344 -3.028 2.455  0.26
C: -2.466 -0.146 -0.024  -1.27
C: 0.701 2.161 -1.634  -0.09
C: -0.535 2.255 -2.248  -0.42
C: 0.800 1.728 -0.335  -0.57
C: -1.605 1.554 -1.688  -0.41
C: -0.237 0.992 0.206  -0.44
C: -1.437 0.769 -0.544  0.74
O: 1.852 2.674 -2.295  -0.52
H: 1.862 2.016 -3.002  0.37
H: -0.629 2.846 -3.155  0.44
H: 1.694 2.026 0.211  0.40
H: -2.610 1.779 -2.002  0.38
H: -0.200 0.590 1.211  0.54
H: -3.428 0.331 0.205  0.40
H: -2.237 -0.722 0.873  0.15
H: -2.706 -0.888 -0.777  0.34

=====

Arrangement x

Computed, not measured: one molecule with the formula C9H13NO2, with the ωB97M-V functional and the def2-TZVPD basis.

Highest occupied orbital energy in eV: -8.5168
Kohn-Sham gap in Eh: 0.2946
SMILES: CC(C)(C)C1=C([N+](=O)[O-])C=CC1
LUMO in eV: -0.50
Total charge: 0

Last column: Mulliken charge in e.
Atoms and positions in Å:
C: 2.154 1.692 -0.101  -0.83
C: 1.226 2.563 0.051  -0.64
C: 1.652 0.374 -0.156  0.06
C: 0.118 0.453 -0.196  0.08
C: -0.098 1.940 -0.152  -0.91
C: -2.238 0.004 0.052  -1.60
C: -0.489 -1.487 1.265  -1.61
C: -0.829 -1.696 -1.164  -1.41
C: -0.765 -0.660 -0.040  1.79
N: 2.410 -0.800 -0.155  0.98
O: 3.452 -0.657 0.421  -0.63
O: 1.996 -1.820 -0.610  -0.58
H: 3.217 1.650 0.022  0.49
H: 1.211 3.613 0.268  0.47
H: -0.838 2.321 0.589  0.37
H: -0.557 2.419 -1.040  0.37
H: -2.400 0.620 -0.889  0.35
H: -3.054 -0.593 0.418  0.39
H: -2.346 0.757 0.830  0.39
H: 0.559 -1.717 1.336  0.39
H: -1.231 -2.335 1.270  0.38
H: -0.575 -0.802 1.992  0.54
H: -1.477 -2.441 -0.746  0.43
H: 0.063 -2.250 -1.230  0.35
H: -1.161 -1.147 -2.037  0.40

=====

Of them, the most stable is arrangement w and the least stable is arrangement x.

=====

Arrangement w

Computed, not measured: a 2-piece molecular cluster, C2H9NS2 overall, with the ωB97M-V functional and the def2-TZVPD basis.

Highest occupied orbital energy (alpha / beta) in eV: 0.4699 / -3.7040
Kohn-Sham gap (alpha / beta) in Eh: 0.1169 / 0.2718
LUMO (alpha / beta) in eV: 3.65 / 3.69
Total charge: -1
Spin multiplicity: 2
Expectation value of S²: 0.752

Last column: Mulliken charge in e.
Atoms and positions in Å:
C: 1.590 1.572 0.020  -0.54
N: 1.817 1.572 -1.450  -0.66
H: 0.765 0.779 0.272  0.07
H: 2.516 1.115 0.371  0.27
H: 1.294 2.480 0.523  0.31
H: 0.965 2.014 -1.924  0.28
H: 1.782 0.650 -1.834  0.24
C: -1.177 -2.493 0.790  -0.72
S: -2.175 -1.079 1.202  -0.47
S: -2.324 0.309 -0.290  -0.54
H: -0.156 -2.104 0.439  0.15
H: -1.047 -3.220 1.544  0.26
H: -1.567 -3.008 -0.079  0.26
H: -2.283 1.413 0.415  0.07

=====

Arrangement x

Computed, not measured: a 2-piece molecular cluster, C2H9NS2 overall, with the ωB97M-V functional and the def2-TZVPD basis.

Highest occupied orbital energy (alpha / beta) in eV: -0.5999 / -3.6901
Kohn-Sham gap (alpha / beta) in Eh: 0.1403 / 0.2538
LUMO (alpha / beta) in eV: 3.22 / 3.21
Total charge: -1
Spin multiplicity: 2
Expectation value of S²: 0.754

Last column: Mulliken charge in e.
Atoms and positions in Å:
S: 1.033 3.703 -2.178  -0.52
S: -0.008 2.262 -3.657  -0.53
H: 1.302 2.861 -1.184  0.02
H: -1.338 2.437 -3.440  0.03
C: 0.036 -2.192 1.453  -0.99
C: 0.104 -0.662 1.371  -0.30
N: -0.181 -0.195 -0.001  -0.49
H: 0.761 -2.597 0.747  0.27
H: 0.077 -2.650 2.436  0.34
H: -0.950 -2.444 1.040  0.26
H: -0.466 -0.253 2.206  0.28
H: 1.117 -0.293 1.544  0.24
H: -0.918 -0.703 -0.493  0.20
H: -0.568 0.728 0.157  0.20

=====

Of them, the most stable is arrangement x and the least stable is arrangement w.